10 unconnected molecules or ions with the total composition C39H65NO27PS at a distorted geometry, computed with ωB97M-V with the def2-TZVPD basis set.

Last column: Mulliken charge in e.
CARTESIAN COORDINATES (ANGSTROEM)
1 C 1.203 3.083 5.690  -1.402
2 C 0.884 3.653 4.277  0.479
3 C 1.658 4.978 4.018  -0.039
4 S 2.564 4.916 2.428  0.061
5 P 4.696 4.636 2.697  0.259
6 N 5.146 3.175 2.310  -0.565
7 H 0.592 3.613 6.423  0.387
8 H 0.971 2.016 5.661  0.235
9 H 2.266 3.244 5.886  0.443
10 H 1.162 2.891 3.540  -0.048
11 H -0.192 3.803 4.149  0.097
12 H 0.907 5.760 3.881  -0.274
13 H 2.291 5.261 4.860  0.680
14 H 2.178 3.739 1.856  0.297
15 H 5.307 5.626 1.897  0.145
16 H 4.988 4.913 4.056  0.150
17 H 5.797 3.206 1.532  0.244
18 C 3.451 -2.336 2.120  -1.554
19 C 2.260 -1.601 2.670  0.591
20 C 2.134 -0.164 2.241  -0.479
21 O 1.326 0.382 3.301  -0.210
22 C 1.604 -0.348 4.417  0.572
23 O 1.260 -0.053 5.518  -0.593
24 O 2.325 -1.443 4.103  -0.331
25 H 3.530 -3.311 2.580  0.286
26 H 3.355 -2.467 1.043  0.379
27 H 4.381 -1.800 2.329  0.413
28 H 1.346 -2.158 2.443  0.212
29 H 1.647 -0.043 1.276  0.348
30 H 3.094 0.361 2.238  0.320
31 C -3.190 8.605 2.662  -1.656
32 C -2.966 7.117 2.747  0.806
33 C -1.859 6.693 3.672  -0.692
34 O -1.522 5.398 3.135  -0.164
35 C -1.797 5.447 1.804  0.482
36 O -1.457 4.615 1.025  -0.507
37 O -2.499 6.557 1.498  -0.336
38 H -3.913 8.836 1.880  0.406
39 H -3.571 8.986 3.609  0.382
40 H -2.268 9.133 2.413  0.380
41 H -3.902 6.614 3.001  0.001
42 H -2.171 6.617 4.712  0.423
43 H -0.975 7.335 3.602  0.399
44 C -5.398 1.349 2.819  -1.463
45 C -5.865 2.708 3.275  0.456
46 C -5.013 3.864 2.827  -0.218
47 O -5.333 4.859 3.813  -0.329
48 C -5.644 4.185 4.957  0.613
49 O -5.768 4.694 6.019  -0.532
50 O -5.786 2.860 4.704  -0.362
51 H -5.991 0.566 3.292  0.384
52 H -5.498 1.255 1.738  0.384
53 H -4.356 1.176 3.094  0.338
54 H -6.910 2.859 2.984  0.301
55 H -5.258 4.214 1.825  0.410
56 H -3.941 3.653 2.888  -0.020
57 C 2.376 -8.539 -0.388  -1.107
58 C 1.980 -7.133 -0.021  0.520
59 C 2.907 -6.058 -0.516  -0.480
60 O 2.625 -4.993 0.412  -0.252
61 C 2.250 -5.576 1.578  0.604
62 O 2.126 -5.002 2.614  -0.542
63 O 2.035 -6.900 1.401  -0.339
64 H 1.736 -9.262 0.111  0.127
65 H 2.295 -8.691 -1.464  0.436
66 H 3.400 -8.757 -0.081  0.123
67 H 0.951 -6.940 -0.344  0.238
68 H 2.706 -5.750 -1.539  0.310
69 H 3.961 -6.327 -0.416  0.315
70 C 8.177 -10.843 -0.643  -1.535
71 C 6.756 -10.468 -0.985  0.653
72 C 5.915 -11.580 -1.550  -0.451
73 O 4.913 -10.845 -2.264  -0.302
74 C 5.487 -9.685 -2.665  0.652
75 O 5.002 -8.921 -3.434  -0.550
76 O 6.691 -9.512 -2.058  -0.364
77 H 8.749 -9.958 -0.365  0.364
78 H 8.195 -11.544 0.191  0.385
79 H 8.682 -11.298 -1.496  0.366
80 H 6.270 -10.018 -0.113  0.197
81 H 5.464 -12.211 -0.788  0.275
82 H 6.457 -12.203 -2.267  0.318
83 C -1.061 4.476 -2.070  -1.427
84 C -1.784 4.548 -3.390  1.069
85 C -2.920 5.530 -3.440  -0.465
86 O -3.717 4.991 -4.505  -0.309
87 C -3.514 3.649 -4.509  0.580
88 O -4.159 2.873 -5.134  -0.534
89 O -2.475 3.322 -3.700  -0.441
90 H -0.342 3.656 -2.073  0.410
91 H -0.527 5.402 -1.874  0.348
92 H -1.755 4.291 -1.254  0.405
93 H -1.073 4.736 -4.198  -0.298
94 H -2.602 6.546 -3.663  0.359
95 H -3.524 5.528 -2.528  0.250
96 C 3.240 3.845 -7.082  -1.479
97 C 2.035 4.542 -6.501  0.523
98 C 1.863 5.980 -6.908  -0.503
99 O 1.063 6.487 -5.828  -0.300
100 C 1.379 5.760 -4.731  0.712
101 O 1.039 6.030 -3.623  -0.539
102 O 2.124 4.680 -5.068  -0.354
103 H 3.360 2.858 -6.637  0.363
104 H 3.127 3.729 -8.159  0.392
105 H 4.155 4.404 -6.882  0.348
106 H 1.131 3.964 -6.718  0.260
107 H 1.354 6.102 -7.862  0.318
108 H 2.804 6.534 -6.923  0.313
109 C 1.412 -12.459 4.140  -1.475
110 C 0.922 -12.097 2.760  0.552
111 C 0.234 -13.206 2.009  -0.529
112 O 0.409 -12.780 0.649  -0.320
113 C 1.562 -12.068 0.605  0.657
114 O 2.108 -11.724 -0.392  -0.498
115 O 2.006 -11.798 1.861  -0.320
116 H 2.006 -11.647 4.558  0.366
117 H 0.569 -12.649 4.804  0.389
118 H 2.048 -13.345 4.115  0.350
119 H 0.284 -11.209 2.813  0.240
120 H -0.820 -13.305 2.254  0.316
121 H 0.730 -14.172 2.130  0.307
122 C -6.833 5.270 -6.232  -1.363
123 C -8.023 5.952 -5.606  0.556
124 C -8.236 7.385 -6.012  -0.508
125 O -8.994 7.888 -4.902  -0.324
126 C -8.619 7.171 -3.812  0.651
127 O -8.901 7.445 -2.693  -0.534
128 O -7.872 6.098 -4.182  -0.333
129 H -6.677 4.288 -5.784  0.345
130 H -6.982 5.142 -7.304  0.418
131 H -5.919 5.842 -6.068  0.267
132 H -8.928 5.360 -5.781  0.209
133 H -8.786 7.493 -6.944  0.327
134 H -7.303 7.951 -6.072  0.298

As for the charge: +1. Its LUMO energy is -3.67 eV. The total energy comes out at -118388.112 eV.